--- P ---
32
Properties=species:S:1:pos:R:3 method="wB97M-V/def2-TZVPD" homo_energy_ha=-0.3781 mol_weight_g_mol=262.22 e_lumo_ev=0.0184 spin_multiplicity=1 total_charge=0 smiles="N[C@@H](CCC(=O)O)C(=O)N[C@@H](CC(=O)O)C(=O)O" orbital_gap_ev=10.3
N -1.43 -2.57 1.47
C -0.50 -2.37 0.32
C -1.32 -2.36 -0.99
C -0.64 -2.19 -2.32
C -0.59 -0.73 -2.80
O 0.08 -0.29 -3.67
O -1.25 0.06 -1.96
C 0.49 -1.20 0.29
O 1.21 -0.91 -0.57
N 0.45 -0.40 1.48
C 0.96 0.93 1.47
C 0.03 1.82 0.77
C -0.17 1.96 -0.67
O -1.13 2.63 -1.10
O 0.59 1.61 -1.68
C 1.16 1.41 2.86
O 0.91 2.57 3.31
O 1.62 0.42 3.65
H -2.07 -1.74 1.71
H -0.97 -2.80 2.43
H 0.13 -3.21 0.25
H -2.12 -1.69 -0.66
H -2.06 -3.30 -0.86
H -1.19 -2.66 -3.04
H 0.34 -2.52 -2.44
H -1.24 0.98 -2.22
H -0.60 -0.29 1.68
H 2.03 0.93 0.99
H 0.34 2.84 1.08
H -1.09 1.50 1.21
H 1.09 0.81 -1.46
H 1.60 -0.42 3.21

***

--- Q ---
32
Properties=species:S:1:pos:R:3 method="wB97M-V/def2-TZVPD" homo_energy_ha=-0.3541 mol_weight_g_mol=262.22 e_lumo_ev=0.3859 spin_multiplicity=1 total_charge=0 smiles="N[C@@H](CCC(=O)O)C(=O)N[C@@H](CC(=O)O)C(=O)O" orbital_gap_ev=10.0
N -2.52 -0.24 -2.42
C -1.48 -0.27 -1.33
C -1.84 0.97 -0.34
C -1.70 2.30 -1.04
C -0.77 3.22 0.00
O 0.47 3.28 -0.29
O -1.16 3.78 1.10
C -1.34 -1.46 -0.32
O -2.36 -2.08 -0.17
N -0.23 -1.94 0.32
C 1.09 -1.53 0.82
C 2.24 -1.74 -0.12
C 3.44 -1.44 0.67
O 3.44 -0.91 1.73
O 4.63 -1.91 0.07
C 0.76 -0.07 1.62
O 0.86 1.06 1.16
O 0.11 -0.36 2.75
H -2.69 -1.28 -2.46
H -2.10 0.10 -3.21
H -0.57 -0.01 -1.80
H -1.22 0.82 0.59
H -2.92 0.81 -0.04
H -2.72 2.68 -1.09
H -1.19 2.24 -2.03
H -0.26 3.89 1.47
H -0.53 -2.86 0.66
H 1.31 -2.32 1.52
H 2.05 -2.72 -0.50
H 2.09 -1.06 -1.12
H 5.32 -1.43 0.61
H -0.22 0.48 3.20

***

If we sort the structures by their calculated energies, the order from most to least stable is P, Q.